No. 1
Computed, not measured: a molecular structure, C5H12N3O2S, with the ωB97M-V functional and the def2-TZVPD basis.

Structure (ORCA input):
```
! wB97M-V def2-TZVPD RIJCOSX def2/J DEFGRID3
* xyz 1 1
C 0.08416 2.18446 0.57950
C 1.68902 0.53481 0.08544
C -0.18794 -1.14690 2.29443
C -2.31350 -0.33477 -0.44200
C 1.82377 -0.52878 -2.09768
N -1.19066 -0.66563 1.63850
N -1.05239 -0.35728 0.34889
N 1.18831 0.26566 -1.12393
O -0.52253 2.13755 -0.45194
O 1.27286 1.52128 0.84802
S 1.34262 -1.27609 1.52028
H -0.22024 2.93380 1.36375
H 2.68084 0.45123 0.16783
H -0.28987 -1.54523 3.22979
H -1.98571 -0.04576 -1.37649
H -2.88837 -1.22428 -0.19104
H -3.02162 0.39698 -0.13838
H 2.63352 -0.94746 -1.52442
H 1.24391 -1.32843 -2.60676
H 2.00092 -0.02443 -3.02239
H -2.02156 -0.52253 2.17270
H 0.24593 0.62096 -1.15940
H -0.51148 -1.09914 -0.11469
*
```

The value obtained for the LUMO energy is -3.85 eV. For the energy above the lowest of the compared OMol25 structures with the same formula, charge and spin, the calculation gives 2.8578 eV. Its HOMO-LUMO gap is 0.32724 Ha. As for the HOMO energy: -12.754 eV.

Atomic partial charges in e from the Mulliken method, atoms 1 to 2: number 1, C, carries 0.1884; number 2, C, carries -0.4035



No. 2
Computed, not measured: a molecular structure, C5H12N3O4S2, with the ωB97M-V functional and the def2-TZVPD basis.

Structure (ORCA input):
```
! wB97M-V def2-TZVPD RIJCOSX def2/J DEFGRID3
* xyz -1 1
C -0.38307 2.47122 0.26122
C -0.82746 2.08779 -1.16027
N -2.08655 1.34165 -1.21002
S -2.04678 -0.32298 -0.92810
O -2.91293 -0.51749 0.22091
O -2.44998 -0.97484 -2.14257
N -0.51169 -0.53963 -0.53373
S 0.25802 -1.79347 -1.13796
O -0.38220 -3.06773 -0.90077
O 0.77472 -1.58787 -2.47659
C 1.72533 -1.78106 -0.04515
C 1.62572 -0.79141 1.09383
C 0.81028 -1.19069 2.29644
N 2.18897 0.35126 1.07662
H -0.66050 3.50752 0.46994
H -0.88216 1.84894 1.00087
H 0.69057 2.38159 0.39163
H -0.04572 1.53863 -1.66689
H -0.98348 3.00501 -1.73465
H -2.72001 1.69843 -0.50702
H 2.58798 -1.54420 -0.65732
H 1.75123 -2.79576 0.33803
H 0.75561 -2.27135 2.39335
H 1.24834 -0.74573 3.18692
H -0.19601 -0.78968 2.18373
H 2.67178 0.48183 0.18755
*
```

The value obtained for the LUMO energy is 3.31 eV. Its HOMO-LUMO gap is 0.32608 Ha. As for the HOMO energy: -5.559 eV.

Atomic partial charges in e from the Mulliken method, atoms 1 to 2: number 1, C, carries -0.9179; number 2, C, carries -0.4052



No. 3
Computed, not measured: a molecular structure, C5H12N3OS, with the ωB97M-V functional and the def2-TZVPD basis.

Structure (ORCA input):
```
! wB97M-V def2-TZVPD RIJCOSX def2/J DEFGRID3
* xyz 1 1
C -2.17799 -0.29112 0.22694
C -2.08191 0.62377 -1.03561
C 2.08421 -0.98288 1.31526
C 2.41186 0.45606 -0.81868
C 1.57037 -0.52590 -0.04052
N -1.10899 -0.24677 0.96199
N -0.61942 0.94914 -1.15229
N -3.36071 -0.80638 0.49070
O 0.49134 1.82307 1.35516
S 0.09672 0.54248 0.27417
H -2.51388 0.23441 -1.89086
H -2.79894 1.39429 -0.92046
H 1.34568 -1.15180 2.04375
H 2.51849 -1.89190 1.11748
H 2.75784 -0.30459 1.62145
H 2.36714 1.39160 -0.29589
H 2.25638 0.39656 -1.78180
H 3.56334 0.13046 -0.74708
H 1.28754 -1.46369 -0.49339
H -0.47705 1.83888 -1.64136
H -4.21426 -0.77413 0.02029
H -3.39775 -1.34156 1.39075
*
```

The value obtained for the LUMO energy is -3.35 eV. For the energy above the lowest of the compared OMol25 structures with the same formula, charge and spin, the calculation gives 2.5916 eV. Its HOMO-LUMO gap is 0.40318 Ha. As for the HOMO energy: -14.322 eV.

Atomic partial charges in e from the Mulliken method, atoms 1 to 2: number 1, C, carries 0.5123; number 2, C, carries -0.6642



No. 4
Computed, not measured: a gas-phase ion, C5H12N3S (charge +1), with the ωB97M-V functional and the def2-TZVPD basis.

Structure (ORCA input):
```
! wB97M-V def2-TZVPD RIJCOSX def2/J DEFGRID3
* xyz 1 3
C -0.11353 -0.20501 0.03747
C -1.19626 -1.29145 -0.19841
C 2.91699 0.32430 1.30516
C -3.02165 0.99773 -1.09551
C 1.26579 -0.75242 -0.19227
N -0.47165 0.83563 0.58750
N -2.29357 -1.05522 0.61971
N 2.33661 0.18588 -0.08625
S -2.97998 0.45272 0.63851
H -1.30160 -1.33185 -1.28038
H -0.60528 -2.24053 0.15835
H 2.16736 0.38311 2.01006
H 3.44642 -0.54439 1.58056
H 3.48659 1.26031 1.38991
H -4.04630 1.24908 -1.38324
H -2.69359 0.24630 -1.89327
H -2.34162 1.87751 -1.23901
H 1.48442 -1.37401 -1.18484
H 1.47318 -1.53847 0.59469
H 0.11760 1.70163 0.51682
H 2.37004 0.81912 -0.88557
*
```

Its expectation value of S² is 2.0116. The value obtained for the LUMO energy (alpha / beta) is -3.37 / -8.23 eV. For the energy above the lowest of the compared OMol25 structures with the same formula, charge and spin, the calculation gives 2.9509 eV. Its HOMO-LUMO gap (alpha / beta) is 0.27078 / 0.13881 Ha. As for the HOMO energy (alpha / beta): -10.739 / -12.005 eV.

Atomic partial charges in e from the Mulliken method, atoms 1 to 2: number 1, C, carries 0.7964; number 2, C, carries -0.5796



No. 5
Computed, not measured: a molecular structure, C5H12N4, with the ωB97M-V functional and the def2-TZVPD basis.

Structure (ORCA input):
```
! wB97M-V def2-TZVPD RIJCOSX def2/J DEFGRID3
* xyz 0 1
C 0.05705 1.64351 0.74897
C -0.57702 0.78170 -1.43235
C 1.12894 -1.54036 -0.96204
N -0.25195 0.46334 -0.04479
C -1.55450 -0.65416 0.70219
C 0.51119 -0.92407 0.28742
N 1.49819 -0.81999 1.29839
N -0.66930 -1.58129 0.77029
N -2.73635 -0.34181 0.94249
H 2.32037 -0.27957 1.07283
H 1.13576 -0.64958 2.22391
H -3.07558 0.56620 0.66731
H 0.90462 2.19344 0.32667
H 0.28046 1.37562 1.77751
H -0.81743 2.29899 0.75967
H -1.25188 1.63905 -1.46987
H 0.32107 1.02010 -2.00894
H -1.08875 -0.06059 -1.89381
H 0.39417 -1.67940 -1.74977
H 1.51497 -2.51740 -0.67741
H 1.95595 -0.93374 -1.33867
*
```

The value obtained for the LUMO energy is 0.60 eV. For the energy above the lowest of the compared OMol25 structures with the same formula, charge and spin, the calculation gives 2.0980 eV. Its HOMO-LUMO gap is 0.32377 Ha. As for the HOMO energy: -8.211 eV.

Atomic partial charges in e from the Mulliken method, atoms 1 to 2: number 1, C, carries -1.0445; number 2, C, carries -1.0779



No. 6
Computed, not measured: C5H12N4 in the gas phase, with the ωB97M-V functional and the def2-TZVPD basis.

Structure (ORCA input):
```
! wB97M-V def2-TZVPD RIJCOSX def2/J DEFGRID3
* xyz 0 1
C -1.23761 1.45558 -1.65660
C -0.98880 0.64959 -0.41150
C -0.65603 -0.74396 -0.43411
N -1.11187 -1.66401 -1.37476
C 0.31104 -0.93150 0.51898
N 0.62760 -2.13752 1.19255
C 0.84040 0.39299 0.79396
N 1.14680 0.70782 2.11738
N 1.69987 1.15725 -0.06804
H -2.30023 1.66321 -1.83610
H -0.74081 2.43003 -1.57817
H -0.84668 0.94862 -2.54228
H -1.44544 1.03143 0.49377
H -0.73709 -2.59492 -1.25949
H -2.10509 -1.66199 -1.55247
H -0.06049 -2.45208 1.86698
H 1.54888 -2.14721 1.60662
H 0.51202 0.34550 2.81223
H 1.41392 1.66813 2.27273
H 1.45999 1.00475 -1.03785
H 2.66963 0.87832 0.07617
*
```

Its SMILES is C/C=C(\N)C(N)=C(N)N. The value obtained for the LUMO energy is 0.92 eV. For the energy above the lowest of the compared OMol25 structures with the same formula, charge and spin, the calculation gives 2.1301 eV. Its HOMO-LUMO gap is 0.29148 Ha. As for the HOMO energy: -7.015 eV.

Atomic partial charges in e from the Mulliken method, atoms 1 to 2: number 1, C, carries -1.4314; number 2, C, carries -0.5612



No. 7
Computed, not measured: C5H12N4 in the gas phase, with the ωB97M-V functional and the def2-TZVPD basis.

Structure (ORCA input):
```
! wB97M-V def2-TZVPD RIJCOSX def2/J DEFGRID3
* xyz 0 1
C 3.28223 0.08233 0.63891
N 2.82417 -0.38948 -0.77707
C 1.56189 -0.61892 -0.91379
N 0.47024 -0.83956 0.03831
N -0.85193 -0.99731 -0.25352
C -1.85353 -0.04100 -0.13078
C -3.09971 -0.82778 0.12545
N -1.74632 1.22963 -0.27622
C -0.44113 1.83730 -0.26072
H 3.38038 -0.70303 1.37929
H 2.37829 0.77809 0.91116
H 4.18378 0.65228 0.56327
H 1.07897 -0.68352 -1.90442
H 0.44998 -0.63104 0.96982
H -1.25036 -1.80825 0.13132
H -3.04654 -1.61500 -0.69558
H -3.09732 -1.38220 0.99214
H -4.15510 -0.27098 0.03699
H 0.56158 1.31522 -0.78190
H -0.63731 2.92494 -0.69552
H 0.00772 1.98825 0.90286
*
```

Its SMILES is C/N=C\NN/C(C)=N\C. The value obtained for the LUMO energy is 0.66 eV. For the energy above the lowest of the compared OMol25 structures with the same formula, charge and spin, the calculation gives 4.5687 eV. Its HOMO-LUMO gap is 0.35799 Ha. As for the HOMO energy: -9.077 eV.

Atomic partial charges in e from the Mulliken method, atoms 1 to 2: number 1, C, carries -0.5255; number 2, N, carries -0.4828



No. 8
Computed, not measured: 2 unconnected molecules or ions with the total composition C5H12N4O, with the ωB97M-V functional and the def2-TZVPD basis.

Structure (ORCA input):
```
! wB97M-V def2-TZVPD RIJCOSX def2/J DEFGRID3
* xyz 0 1
H -0.65847 0.80933 2.42232
N -0.58578 0.72139 1.41190
C 0.52934 1.08630 0.90108
N 1.59502 1.59358 1.55845
C 0.67919 0.95826 -0.57739
C 1.93364 0.89298 -1.14194
H 2.43136 1.75642 1.00167
H 1.63420 1.59807 2.56354
H -0.08715 1.51475 -1.10468
H 2.03962 0.97282 -2.21312
H 2.73724 0.36361 -0.64639
N -1.27621 -1.98927 0.75483
C -1.40720 -1.04583 -0.24411
N -2.66525 -0.47128 -0.37600
C -0.44336 -0.92357 -1.24202
O 0.59139 -1.86736 -1.23464
H -0.35205 -2.39987 0.75488
H -1.57418 -1.65848 1.66354
H -2.67852 0.30158 -1.02488
H -3.05167 -0.18547 0.51355
H -0.78660 -0.63647 -2.23105
H 1.39542 -1.39150 -1.50954
*
```

Its SMILES is [H]/N=C(\N)C=C.NC(N)=CO. The value obtained for the LUMO energy is 0.86 eV. For the energy above the lowest of the compared OMol25 structures with the same formula, charge and spin, the calculation gives 2.1146 eV. Its HOMO-LUMO gap is 0.28301 Ha. As for the HOMO energy: -6.841 eV.

Atomic partial charges in e from the Mulliken method, atoms 1 to 2: number 1, H, carries 0.1665; number 2, N, carries -0.4955



No. 9
Computed, not measured: a molecular structure, C5H12N4PdS2SbSe4, with the ωB97M-V functional and the def2-TZVPD basis.

Structure (ORCA input):
```
! wB97M-V def2-TZVPD RIJCOSX def2/J DEFGRID3
* xyz -1 1
Pd -0.15393 1.57065 0.95688
C -0.14559 -1.18892 4.72974
C 1.08145 -0.74748 4.03147
N 2.24863 -0.54566 4.57477
N 3.01743 -0.09390 3.52914
C 2.37595 0.00001 2.35726
S 2.89711 0.47798 0.82755
N 1.13565 -0.44292 2.69612
N 0.09379 -0.36307 1.77170
H 0.10327 -1.41018 5.76457
H -0.57250 -2.07035 4.25017
H -0.90351 -0.40442 4.68129
H 3.98374 0.14103 3.67078
H 0.29561 -0.96876 0.97651
H -0.79894 -0.67977 2.20547
Se -3.02416 -1.33957 2.04294
Sb -2.94789 0.86844 1.01378
Se -1.25366 0.52997 -0.98417
Se -1.72127 2.25480 2.88076
Se -4.94488 1.86879 0.13725
C 0.63036 3.56140 -1.44033
S -0.22233 3.65955 0.13740
C -1.84292 4.10752 -0.44691
H 0.59710 4.55170 -1.89793
H 0.16233 2.81314 -2.07496
H 1.66091 3.27708 -1.24012
H -2.22707 3.34904 -1.12517
H -1.75877 5.08052 -0.93139
H -2.49232 4.16747 0.42299
*
```

The value obtained for the LUMO energy is 1.71 eV. For the energy above the lowest of the compared OMol25 structures with the same formula, charge and spin, the calculation gives 0.0000 eV. Its HOMO-LUMO gap is 0.22430 Ha. As for the HOMO energy: -4.392 eV.

Atomic partial charges in e from the Mulliken method, atoms 1 to 2: number 1, Pd, carries 0.2258; number 2, C, carries -1.1133



No. 10
Computed, not measured: a gas-phase ion, C5H12N5 (charge +1), with the ωB97M-V functional and the def2-TZVPD basis.

Structure (ORCA input):
```
! wB97M-V def2-TZVPD RIJCOSX def2/J DEFGRID3
* xyz 1 1
C -0.72578 2.79870 0.28536
C -0.33754 1.29413 0.41257
C -1.54569 0.32443 0.43083
C -1.20547 -1.12594 0.78714
N -0.50723 -1.87524 -0.29916
C 0.84504 -1.61385 -0.32092
N 1.79624 -1.68120 0.64872
N 2.89270 -1.28503 0.08376
N 2.69098 -0.97217 -1.13791
N 1.40489 -1.17379 -1.42684
H -0.08323 3.36235 0.97276
H -1.79002 2.93431 0.50618
H -0.50297 3.12291 -0.73892
H 0.26379 1.04628 -0.48574
H 0.31886 1.07379 1.27080
H -2.25615 0.71243 1.17985
H -2.06647 0.39374 -0.53781
H -0.63785 -1.16890 1.73169
H -2.15410 -1.65074 0.96529
H -0.66553 -2.87870 -0.22365
H 3.36653 -0.60849 -1.80573
H 0.89899 -1.02902 -2.29826
*
```

Its SMILES is CCCCNc1nn[nH][nH+]1. The value obtained for the LUMO energy is -4.61 eV. For the energy above the lowest of the compared OMol25 structures with the same formula, charge and spin, the calculation gives 3.8000 eV. Its HOMO-LUMO gap is 0.36482 Ha. As for the HOMO energy: -14.538 eV.

Atomic partial charges in e from the Mulliken method, atoms 1 to 2: number 1, C, carries -1.1376; number 2, C, carries -0.0946



No. 11
Computed, not measured: a molecular structure, C5H12N6O9Zn, with the ωB97M-V functional and the def2-TZVPD basis.

Structure (ORCA input):
```
! wB97M-V def2-TZVPD RIJCOSX def2/J DEFGRID3
* xyz -2 1
Zn 0.06017 -1.04616 -1.29664
C -1.49841 -4.93518 -2.66524
O -0.66665 -5.77795 -2.25559
O -1.10600 -3.90041 -3.17085
O -1.66176 -4.45433 -1.54390
C 2.42915 -2.24061 2.41509
O 1.76378 -1.25741 2.06783
O 2.55013 -2.79055 1.39406
O 1.84387 -3.04942 3.18186
C -2.25535 3.86782 -0.62703
O -2.27069 2.65380 -0.90408
N -1.09044 4.43043 -0.42901
N -3.31569 4.62310 -0.64517
H -0.24773 3.88023 -0.34398
H -1.06542 5.43979 -0.45481
H -4.13534 4.44722 -1.20850
H -3.36004 5.51965 -0.18221
C 4.58971 -0.16395 -4.60429
O 3.66312 0.26697 -3.94004
N 4.80901 -1.47025 -4.57455
N 5.43679 0.49521 -5.31874
H 4.35790 -2.23277 -4.08962
H 5.76767 -1.57017 -4.87637
H 6.28214 0.07506 -5.67784
H 5.38234 1.50374 -5.31796
C -3.67225 -0.12838 5.92288
O -4.58389 -0.00108 6.73404
N -2.55907 -0.71425 6.33190
N -3.64960 0.24044 4.64984
H -1.77118 -0.87600 5.72102
H -2.57205 -0.93825 7.31666
H -2.89108 -0.21726 4.16481
H -4.56300 0.32107 4.22640
*
```

The value obtained for the LUMO energy is 3.78 eV. For the energy above the lowest of the compared OMol25 structures with the same formula, charge and spin, the calculation gives 19.5240 eV. Its HOMO-LUMO gap is 0.07449 Ha. As for the HOMO energy: 1.757 eV.

Atomic partial charges in e from the Mulliken method, atoms 1 to 2: number 1, Zn, carries 0.0610; number 2, C, carries 0.7525



The molecular weight results, record by record, are as follows: 178.24; 242.30; 162.24; 146.24; 128.18; 128.18; 128.18; 144.18; 736.33; 142.19; 365.57 g mol⁻¹.
The F_max results, record by record, are as follows: 0.0823; 0.0147; 0.1505; 0.0841; 0.0165; 0.0088; 0.1007; 0.0484; 0.0122; 0.0355; 0.2943 Eh/bohr.